The following is a quantum chemistry calculation of the ion C17H20NO3 with charge +1, from the Open Molecules 2025 dataset.

## Properties
HOMO-LUMO gap: 8.7 eV

```
! wB97M-V def2-TZVPD RIJCOSX def2/J DEFGRID3
* xyz 1 1
C -6.942 -0.521 0.328
O -5.826 -1.111 -0.308
C -4.658 -0.457 -0.341
C -4.414 0.788 0.244
C -3.164 1.366 0.142
C -2.131 0.732 -0.539
C -0.776 1.369 -0.615
N -0.046 1.190 0.686
C 0.294 -0.217 1.009
C 1.587 -0.579 0.270
C 2.292 -1.805 0.868
O 3.447 -2.090 0.131
C 4.241 -0.991 -0.099
C 5.558 -1.187 -0.496
C 6.381 -0.102 -0.723
C 5.903 1.188 -0.549
C 4.590 1.395 -0.173
C 3.759 0.307 0.043
O 2.428 0.555 0.389
C -2.376 -0.511 -1.121
C -3.616 -1.097 -1.025
H -6.758 -0.369 1.395
H -7.211 0.429 -0.141
H -7.758 -1.230 0.201
H -5.194 1.314 0.770
H -3.002 2.339 0.585
H -0.176 0.924 -1.408
H -0.860 2.442 -0.797
H 0.871 1.672 0.651
H -0.625 1.595 1.428
H 0.466 -0.299 2.084
H -0.530 -0.872 0.723
H 1.398 -0.783 -0.796
H 2.548 -1.592 1.916
H 1.659 -2.692 0.818
H 5.909 -2.199 -0.614
H 7.402 -0.262 -1.028
H 6.550 2.035 -0.713
H 4.194 2.390 -0.044
H -1.593 -1.013 -1.671
H -3.818 -2.052 -1.480
*
```

Atomic partial charges in e from the natural (NBO) method, atoms 1 to 2:
1. C -0.260
2. O -0.469